(1)
Molecular formula: C12H31N5O6P
Method: DFT, ωB97M-V/def2-TZVPD

```
55
Properties=species:S:1:pos:R:3:lowdin_charge:R:1
C -2.03572 1.09033 2.85205 -0.0869
C -0.69476 1.94192 2.43208 -0.2207
O 0.04518 1.17090 1.41974 -0.1210
C 1.31561 1.86462 1.05313 -0.2435
O 1.60324 3.13699 1.35025 -0.0089
C 2.41075 1.00008 0.17905 -0.0806
C 1.61100 -0.01342 -0.84413 -0.1416
C 1.48551 -1.52618 -0.14063 -0.1144
N 1.59514 -2.63455 -1.16714 -0.1688
C 2.28977 -3.88847 -0.68581 -0.0797
C 1.82648 -4.42454 0.79108 -0.5531
N 2.69759 -3.84579 1.92617 0.0473
N 2.14041 -5.93576 0.80742 0.0310
N 0.34742 -4.31188 1.08478 0.0757
C 0.23608 -2.90790 -1.84503 -0.1528
P -0.12736 -1.76025 -3.32735 0.7640
O -1.10008 -0.60425 -2.76634 -0.3700
O -1.03143 -2.55513 -4.63027 -0.2198
O 1.27676 -1.05894 -4.08278 -0.1994
H -1.98613 0.69813 3.96418 0.0846
H -2.09678 0.13286 2.14169 0.0834
H -3.00126 1.74356 2.63903 0.0710
H -1.02340 3.02477 2.05899 0.1208
H 0.00656 2.13716 3.37685 0.1440
H 3.13901 0.46495 0.92439 0.1276
H 3.08741 1.69062 -0.50701 0.1453
H 2.24887 -0.06927 -1.82943 0.1140
H 0.56534 0.46724 -1.06667 0.1263
H 0.38602 -1.56781 0.28618 0.1455
H 2.30144 -1.54357 0.69787 0.1315
H 2.20146 -2.24605 -1.95151 0.1541
H 2.14973 -4.78202 -1.46353 0.1591
H 3.45677 -3.67462 -0.67350 0.1593
H 3.61756 -3.52312 1.50159 0.0910
H 2.21335 -3.05061 2.39809 0.0762
H 3.11456 -6.08804 0.44307 0.0831
H 2.04269 -6.26206 1.80265 0.1005
H 0.07174 -3.37834 1.45956 0.0813
H -0.25487 -4.62915 0.29434 0.0885
H -0.65812 -2.91635 -1.07077 0.1481
H 0.27714 -4.01912 -2.27924 0.1445
H -1.53743 -1.84420 -5.15337 0.1168
H 2.03708 -1.74199 -4.09575 0.1048
C -3.01692 4.65986 1.38599 -0.3133
O -3.34967 3.48518 1.47514 -0.0202
N -3.16523 5.45040 0.26624 -0.2028
C -2.74499 6.83647 0.23952 -0.0602
C -3.76048 4.87796 -0.92331 -0.0468
H -2.55430 5.19267 2.23265 0.1372
H -3.61300 7.46579 0.02255 0.0922
H -1.99446 6.96412 -0.54602 0.0910
H -2.31481 7.13716 1.19878 0.0872
H -4.76759 4.52462 -0.68237 0.0952
H -3.15667 4.02537 -1.24829 0.0919
H -3.81221 5.61966 -1.72486 0.0903
```

As for the charge: +1. As for the orbital gap: 7.09 eV. Its total energy is -41960.029 eV. The LUMO energy comes out at -3.91 eV.

---

(2)
Molecular formula: C12H32As3F18N4O4
Method: DFT, ωB97M-V/def2-TZVPD

```
73
Properties=species:S:1:pos:R:3:lowdin_charge:R:1
C 3.80022 0.61764 -1.00998 -0.0051
C 2.93415 1.83215 -0.95267 -0.2872
O 2.46208 2.38928 -2.00074 0.0578
N 2.53622 2.44172 0.45588 0.1368
H 1.60859 2.84026 0.42820 0.1076
H 2.47186 1.69125 1.12874 0.0745
C 3.67098 3.51128 0.81294 0.0493
H 3.61245 -0.00110 -0.13248 0.0574
H 4.88877 0.67244 -0.99748 0.1046
H 3.54330 0.01981 -1.88445 0.0873
H 4.66193 3.06469 0.89461 0.0891
H 3.35989 3.89729 1.78367 0.0918
H 3.77893 4.33277 0.10470 0.0924
C -2.92284 -2.83204 -2.46711 -0.0757
C -3.28320 -3.03559 -0.97050 -0.5840
O -4.02854 -2.27228 -0.40047 -0.0505
N -3.05167 -4.41339 -0.35139 0.0226
H -3.76145 -5.07420 -0.63357 0.1303
H -2.24073 -4.73926 -0.85763 0.1348
C -2.80784 -4.50436 1.18149 0.0213
H -2.55663 -1.82827 -2.68263 0.0499
H -3.68603 -3.00681 -3.22547 0.0482
H -2.02603 -3.42768 -2.63751 0.0396
H -2.37007 -5.49611 1.29503 0.0863
H -3.82916 -4.45547 1.55912 0.0858
H -2.23819 -3.65571 1.56016 0.0680
C 0.58811 -0.22034 -4.22050 0.0320
C 0.36192 0.84798 -5.27438 -0.3323
O 0.80022 2.00350 -5.29744 0.1623
N -0.51381 0.41048 -6.41621 0.1009
H 0.01032 -0.37428 -6.77611 0.1675
H -1.29446 -0.10801 -6.03957 0.1725
C -0.90066 1.36875 -7.60740 0.0587
H -0.30374 -0.33936 -3.60525 0.0942
H 1.36414 0.23185 -3.60293 0.0835
H 0.92230 -1.22545 -4.47773 0.1062
H -1.39107 2.28901 -7.29005 0.1039
H -1.64100 0.91921 -8.26915 0.0956
H -0.00994 1.59003 -8.19539 0.1021
C -3.39696 -0.58182 2.74308 0.0081
C -2.38110 0.04101 3.71312 -0.3067
O -2.79017 0.57943 4.78975 0.0756
N -0.85559 -0.20809 3.50219 0.1188
H -0.81756 -0.82657 2.70461 0.0842
H -0.49716 0.71356 3.29680 0.1073
C -0.26740 -0.93637 4.76501 0.0603
H -4.35920 -0.23369 3.11859 0.0965
H -3.28369 -1.66537 2.77751 0.0815
H -3.25471 -0.14300 1.75551 0.0642
H 0.73984 -1.07853 4.37341 0.0690
H -0.74869 -1.83874 5.14209 0.1006
H -0.24693 -0.18204 5.55156 0.1002
As -1.30027 3.43233 1.63955 0.9632
F -0.64640 2.70525 3.18116 -0.2971
F -2.59460 2.12538 1.80085 -0.2855
F -1.92418 4.02156 0.07162 -0.2757
F 0.17046 4.50243 1.67558 -0.2989
F -0.25639 2.32477 0.79258 -0.2813
F -2.36060 4.65288 2.46911 -0.2798
As 0.33149 -1.30956 0.07620 0.9897
F 0.36840 0.08107 -1.14238 -0.2925
F -1.37578 -0.83425 0.52813 -0.2737
F 0.09844 -2.57983 1.37105 -0.2990
F 2.06427 -1.82407 -0.16220 -0.2816
F 1.00449 -0.15061 1.36388 -0.2945
F -0.19276 -2.37798 -1.14403 -0.2358
As 3.73210 0.80113 3.76490 0.8862
F 2.93705 -0.79484 3.79032 -0.2751
F 2.19537 1.60394 3.30706 -0.2801
F 4.55619 2.29107 3.66813 -0.2456
F 5.27689 -0.04840 4.25045 -0.3021
F 4.08207 0.63473 2.00658 -0.2868
F 3.47369 1.14143 5.53017 -0.2934
```

Its spin multiplicity is 2. As for the orbital gap (alpha / beta): 2.66 / 6.95 eV. Its total energy is -258547.159 eV. The LUMO energy (alpha / beta) comes out at -1.84 / -1.86 eV.

---

(3)
Molecular formula: C12H32B2Br2NO3P
Method: DFT, ωB97M-V/def2-TZVPD

```
53
Properties=species:S:1:pos:R:3:lowdin_charge:R:1
C 0.02970 0.12935 0.09076 -0.1449
C -0.57772 -1.42754 0.03704 -0.2755
C -0.36985 -2.14972 1.49344 -0.6549
Br -2.10036 -2.06996 2.56640 0.4638
B 0.04677 -3.74086 1.43143 -1.3387
Br -0.75070 -4.57342 3.12139 0.4954
C 1.66042 -4.04312 1.51645 -0.1541
B 2.60798 -3.06039 0.60178 -0.4680
O 2.69271 -1.58891 0.67821 0.0236
O 3.52878 -3.71670 -0.39295 -0.0116
P -0.85522 -4.61434 -0.03129 0.8803
C -1.70345 -6.23857 0.62902 -0.4050
C 0.35754 -5.24061 -1.36645 -0.4537
C 0.53242 -4.09843 -2.55969 -0.2109
H 0.39767 0.36595 1.19075 0.0773
H 1.00328 0.22496 -0.58830 0.0638
H -0.73359 0.93137 -0.28872 0.0328
H -0.04745 -1.95378 -0.86348 0.0794
H -1.74998 -1.29066 -0.11271 0.0928
H 0.42961 -1.58742 2.16511 0.1010
H 2.01279 -4.04910 2.63830 0.0989
H 1.82111 -5.14475 1.10910 0.0985
H 3.19327 -1.20933 -0.12795 0.1203
H 2.99801 -4.21303 -1.08257 0.0671
H -2.59789 -6.02389 1.35233 0.0256
H -2.13051 -6.88985 -0.27229 0.0364
H -0.91224 -6.92947 1.16730 0.0360
H -0.18378 -6.16014 -1.90231 0.0824
H 1.37371 -5.66217 -0.96475 0.0643
H 1.28352 -3.25588 -2.21630 0.0566
H -0.56696 -3.66842 -2.73522 0.0714
H 0.88309 -4.58798 -3.59039 0.0742
C -0.55610 4.75130 1.40924 0.0206
N -0.24653 5.55556 0.14688 -0.3413
C 1.07583 6.28933 0.36731 0.0109
C -1.34445 6.58092 -0.07958 0.0164
C -0.07341 4.62564 -1.08369 -0.0696
C -1.32857 3.82533 -1.47317 -0.2169
O -1.73878 2.96755 -0.41734 -0.0947
H -0.40758 5.40258 2.27538 0.1079
H -1.60248 4.43416 1.39060 0.1042
H 0.12655 3.89826 1.45845 0.1193
H 0.96660 6.95536 1.22904 0.1086
H 1.30396 6.86896 -0.53174 0.1081
H 1.85626 5.54641 0.55553 0.1147
H -2.30265 6.06418 -0.16969 0.1047
H -1.11691 7.13443 -0.99472 0.1128
H -1.36958 7.25610 0.78068 0.1122
H 0.74607 3.94131 -0.83448 0.1428
H 0.23539 5.26298 -1.92046 0.1378
H -1.09832 3.20011 -2.34367 0.1374
H -2.15917 4.48328 -1.74071 0.1146
H -2.53882 2.49307 -0.71733 0.1252
```

As for the orbital gap: 4.19 eV. Its total energy is -171319.005 eV. The LUMO energy comes out at -1.19 eV.

---

(4)
Molecular formula: C12H32B2NO12P2S2
Method: DFT, ωB97M-V/def2-TZVPD

```
63
Properties=species:S:1:pos:R:3:lowdin_charge:R:1
C -1.62823 -1.34966 2.34668 -0.1559
C -1.55198 0.21178 2.19064 -0.1833
B -2.94069 0.96591 2.58021 -0.3232
O -2.80100 2.19500 3.33852 0.0206
B -4.47475 0.34610 2.17317 -0.5828
C -5.57347 0.99553 3.20259 -0.1811
C -7.02769 0.37556 3.13922 -0.2469
C -7.14081 -0.93622 2.29534 -0.2199
S -8.86867 -1.55608 2.48001 0.6430
O -9.27268 -1.50122 3.87523 -0.3167
O -8.86533 -2.97212 2.09893 -0.3550
O -9.90628 -0.71198 1.51887 -0.1830
N -4.80681 0.50664 0.64597 0.1323
C -5.40574 1.47518 0.35750 -0.7913
S -6.62098 2.50642 -0.04790 0.5048
H -2.29725 -1.79373 1.57090 0.0667
H -1.90667 -1.69782 3.36430 0.0699
H -0.59260 -1.74352 2.14855 0.0576
H -1.16437 0.52747 1.18553 0.1012
H -0.78245 0.57971 2.92661 0.0881
H -2.69036 2.93388 2.71755 0.0870
H -4.38897 -0.84521 2.39556 0.0776
H -5.18969 0.78274 4.23897 0.0990
H -5.63446 2.11687 3.15539 0.0925
H -7.79706 1.09786 2.75961 0.1013
H -7.34585 0.14454 4.18871 0.0977
H -7.03516 -0.67997 1.20966 0.1009
H -6.45575 -1.75179 2.59629 0.1079
H -9.79820 -1.10761 0.62949 0.0890
C 1.71907 4.99453 0.96767 -0.1248
O 2.84767 4.22446 1.39759 -0.2512
P 3.05535 2.73941 0.61068 0.6429
O 1.83380 2.07869 1.18651 -0.2533
O 4.38945 2.45403 1.49942 -0.2747
C 4.24667 2.29363 2.90514 -0.1140
O 3.45686 1.43940 -0.40607 -0.2354
C 4.23347 1.78098 -1.56458 -0.1293
H 1.89117 6.03626 1.23791 0.0821
H 1.58945 4.92867 -0.11234 0.0777
H 0.81880 4.64037 1.47027 0.0879
H 3.25283 1.94042 3.18152 0.0861
H 4.45002 3.24323 3.40358 0.0818
H 4.98146 1.55975 3.23832 0.0852
H 5.17540 2.25279 -1.27011 0.0812
H 3.66887 2.45919 -2.20871 0.0797
H 4.44883 0.86864 -2.11964 0.0811
C 3.99643 -4.09755 -6.44859 -0.1242
O 5.27955 -3.64030 -6.00461 -0.2484
P 5.26744 -2.68863 -4.60618 0.6370
O 4.57975 -1.50010 -5.22234 -0.2690
O 6.88664 -2.54769 -4.66447 -0.2693
C 7.47039 -1.85030 -5.75718 -0.1140
O 5.24986 -2.06599 -3.02896 -0.2402
C 5.30066 -3.05927 -1.99107 -0.1290
H 4.14427 -4.96982 -7.08478 0.0834
H 3.36882 -4.38117 -5.60440 0.0796
H 3.50622 -3.31414 -7.02678 0.0872
H 6.78856 -1.11894 -6.19167 0.0836
H 7.77895 -2.56422 -6.52299 0.0830
H 8.35421 -1.32697 -5.39105 0.0870
H 6.20333 -3.66915 -2.08558 0.0819
H 4.41880 -3.70167 -2.04111 0.0813
H 5.31088 -2.55285 -1.02746 0.0890
```

As for the charge: -1. As for the orbital gap: 3.42 eV. Its total energy is -80622.464 eV. The LUMO energy comes out at -0.83 eV.

---

Please write out number 3 again, unchanged.
Molecular formula: C12H32B2Br2NO3P
Method: DFT, ωB97M-V/def2-TZVPD

```
53
Properties=species:S:1:pos:R:3:lowdin_charge:R:1
C 0.02970 0.12935 0.09076 -0.1449
C -0.57772 -1.42754 0.03704 -0.2755
C -0.36985 -2.14972 1.49344 -0.6549
Br -2.10036 -2.06996 2.56640 0.4638
B 0.04677 -3.74086 1.43143 -1.3387
Br -0.75070 -4.57342 3.12139 0.4954
C 1.66042 -4.04312 1.51645 -0.1541
B 2.60798 -3.06039 0.60178 -0.4680
O 2.69271 -1.58891 0.67821 0.0236
O 3.52878 -3.71670 -0.39295 -0.0116
P -0.85522 -4.61434 -0.03129 0.8803
C -1.70345 -6.23857 0.62902 -0.4050
C 0.35754 -5.24061 -1.36645 -0.4537
C 0.53242 -4.09843 -2.55969 -0.2109
H 0.39767 0.36595 1.19075 0.0773
H 1.00328 0.22496 -0.58830 0.0638
H -0.73359 0.93137 -0.28872 0.0328
H -0.04745 -1.95378 -0.86348 0.0794
H -1.74998 -1.29066 -0.11271 0.0928
H 0.42961 -1.58742 2.16511 0.1010
H 2.01279 -4.04910 2.63830 0.0989
H 1.82111 -5.14475 1.10910 0.0985
H 3.19327 -1.20933 -0.12795 0.1203
H 2.99801 -4.21303 -1.08257 0.0671
H -2.59789 -6.02389 1.35233 0.0256
H -2.13051 -6.88985 -0.27229 0.0364
H -0.91224 -6.92947 1.16730 0.0360
H -0.18378 -6.16014 -1.90231 0.0824
H 1.37371 -5.66217 -0.96475 0.0643
H 1.28352 -3.25588 -2.21630 0.0566
H -0.56696 -3.66842 -2.73522 0.0714
H 0.88309 -4.58798 -3.59039 0.0742
C -0.55610 4.75130 1.40924 0.0206
N -0.24653 5.55556 0.14688 -0.3413
C 1.07583 6.28933 0.36731 0.0109
C -1.34445 6.58092 -0.07958 0.0164
C -0.07341 4.62564 -1.08369 -0.0696
C -1.32857 3.82533 -1.47317 -0.2169
O -1.73878 2.96755 -0.41734 -0.0947
H -0.40758 5.40258 2.27538 0.1079
H -1.60248 4.43416 1.39060 0.1042
H 0.12655 3.89826 1.45845 0.1193
H 0.96660 6.95536 1.22904 0.1086
H 1.30396 6.86896 -0.53174 0.1081
H 1.85626 5.54641 0.55553 0.1147
H -2.30265 6.06418 -0.16969 0.1047
H -1.11691 7.13443 -0.99472 0.1128
H -1.36958 7.25610 0.78068 0.1122
H 0.74607 3.94131 -0.83448 0.1428
H 0.23539 5.26298 -1.92046 0.1378
H -1.09832 3.20011 -2.34367 0.1374
H -2.15917 4.48328 -1.74071 0.1146
H -2.53882 2.49307 -0.71733 0.1252
```

As for the orbital gap: 4.19 eV. Its total energy is -171319.005 eV. The LUMO energy comes out at -1.19 eV.

---

Question: What is the total energy in the second record?
Answer: -258547.159 eV

---

Question: Which value of total energy does entry 2 give?
Answer: -258547.159 eV

---

Question: Number 4 is which compound?
Answer: C12H32B2NO12P2S2